i) {"formula": "C2H2ClF2NO2", "method": "ωB97M-V with the def2-TZVPD basis set", "elements": ["O", "N", "O", "C", "F", "Cl", "C", "F", "H", "H"], "xyz": [[0.87, 1.44, 1.21], [1.23, 0.94, 0.19], [2.17, 1.15, -0.49], [0.22, -0.28, -0.39], [0.22, -0.07, -1.72], [1.15, -1.75, -0.01], [-1.19, -0.31, 0.14], [-1.24, -0.85, 1.39], [-1.79, -0.96, -0.52], [-1.63, 0.69, 0.19]], "orbital_gap_ev": 11.2692, "lumo_energy_ev": 0.1, "smiles": "O=[N+]([O-])[C@@](F)(Cl)CF"}

=====

ii) {"formula": "C2H2ClF2NO2", "method": "ωB97M-V with the def2-TZVPD basis set", "elements": ["C", "C", "N", "O", "O", "F", "F", "Cl", "H", "H"], "xyz": [[-0.91, 0.13, 0.74], [0.44, 0.75, 0.79], [0.70, -0.86, -1.53], [-0.46, -1.23, -1.65], [1.73, -1.17, -2.10], [-1.85, 1.00, 1.21], [1.34, 0.10, 1.55], [0.94, 2.20, 0.12], [-0.85, -0.92, 1.15], [-1.07, -0.01, -0.28]], "orbital_gap_ev": [10.3717, 6.1549], "lumo_energy_ev": [-0.5, -2.4]}

=====

Relative calculated energies, zero for the most stable structure, unit kcal/mol: i) 0.0; ii) 56.5.

=====

i) {"formula": "C4H9NOSi", "method": "ωB97M-V with the def2-TZVPD basis set", "elements": ["C", "C", "C", "C", "N", "O", "Si", "H", "H", "H", "H", "H", "H", "H", "H", "H"], "xyz": [[0.12, -1.48, -1.45], [-2.34, -0.91, -0.63], [2.54, 0.39, 1.47], [-0.37, -0.95, -0.32], [0.57, -1.82, -2.44], [1.67, 1.11, 0.67], [0.19, 0.89, 0.13], [-2.27, -0.31, -1.55], [-2.71, -1.95, -0.66], [-2.58, -0.20, 0.22], [3.51, 0.28, 1.11], [2.12, -0.63, 1.58], [2.59, 0.99, 2.44], [-0.17, -1.46, 0.55], [0.40, 1.71, -1.05], [-0.98, 1.24, 1.03]], "orbital_gap_ev": 10.5867, "lumo_energy_ev": 0.6}

=====

ii) {"formula": "C4H9NOSi", "method": "ωB97M-V with the def2-TZVPD basis set", "elements": ["C", "C", "C", "C", "N", "O", "Si", "H", "H", "H", "H", "H", "H", "H", "H", "H"], "xyz": [[-1.32, -0.53, 0.13], [-0.72, 0.26, -2.84], [0.00, 1.29, 2.23], [1.55, -1.25, 0.94], [-1.82, -0.83, -0.91], [0.19, 0.93, -2.33], [0.25, 0.11, 0.84], [-1.54, 0.81, -3.36], [-1.32, -0.32, -1.82], [-0.70, -0.71, -3.31], [0.02, 0.84, 3.17], [0.81, 1.97, 2.20], [-0.91, 1.89, 2.19], [1.40, -1.96, 1.72], [1.60, -1.75, 0.01], [2.52, -0.75, 1.13]], "orbital_gap_ev": [6.9325, 6.9302], "lumo_energy_ev": [-0.5, -0.5]}

=====

Relative calculated energies, zero for the most stable structure, unit kcal/mol: i) 0.0; ii) 52.6.

=====

i) {"formula": "C2H4ClNO2", "method": "ωB97M-V with the def2-TZVPD basis set", "elements": ["C", "C", "N", "O", "O", "Cl", "H", "H", "H", "H"], "xyz": [[0.04, -1.45, 0.10], [-1.46, -0.13, 0.76], [0.43, -1.10, -1.10], [0.12, -2.49, 0.74], [-0.85, 1.11, 0.87], [-2.76, -0.25, -0.49], [-1.62, -0.55, 1.71], [0.15, -0.30, -1.65], [1.10, -1.55, -1.71], [-1.56, 1.87, 0.92]], "orbital_gap_ev": 9.2940, "lumo_energy_ev": 0.6}

=====

ii) {"formula": "C2H4ClNO2", "method": "ωB97M-V with the def2-TZVPD basis set", "elements": ["C", "C", "N", "O", "O", "Cl", "H", "H", "H", "H"], "xyz": [[0.45, 0.19, -1.10], [0.30, -0.48, 0.27], [0.45, 0.33, 1.37], [-0.62, 0.37, -1.84], [1.56, 0.43, -1.46], [-2.13, -1.00, 0.38], [0.47, -1.57, 0.19], [0.55, 0.08, 2.34], [0.52, 1.35, 1.20], [-1.55, 0.29, -1.35]], "orbital_gap_ev": 9.3215, "lumo_energy_ev": -0.5}

=====

iii) {"formula": "C2H4ClNO2", "method": "ωB97M-V with the def2-TZVPD basis set", "elements": ["C", "C", "N", "O", "O", "Cl", "H", "H", "H", "H"], "xyz": [[-2.67, -1.28, -0.15], [0.60, 0.61, -0.01], [-1.95, -0.12, 0.04], [-3.85, -1.29, 0.19], [-0.38, -0.23, -0.73], [-2.49, 1.52, -0.05], [-2.19, -2.23, -0.19], [1.62, 0.73, -0.51], [0.75, 0.11, 0.97], [0.23, 1.63, -0.01]], "orbital_gap_ev": [9.4363, 9.4369], "lumo_energy_ev": [-0.7, -0.7]}

=====

Relative calculated energies, zero for the most stable structure, unit kcal/mol: i) 29.0; ii) 0.0; iii) 97.4.